[1]
Entry from OMol25: a 28-piece molecular cluster, C14H72F2O30 overall (the ωB97M-V functional and the def2-TZVPD basis).

- charge = 0
- total energy (a.u.) = -3032.9810

Positions of all 118 atoms, in Å:
C: 6.2104 -1.4238 0.3089
C: 5.2286 -1.5473 -0.7210
C: 3.7246 -1.4006 -1.4397
C: 3.1573 0.1710 -1.3566
C: 2.9319 0.6497 0.1882
C: 1.3886 0.7907 0.6889
F: 1.2601 -0.3513 1.6701
C: 0.1236 0.5110 -0.3005
C: -0.0479 -0.9082 -1.0927
F: -0.5503 -0.5607 -2.4748
C: -1.1544 -1.9391 -0.4606
C: -2.6924 -1.3531 -0.4059
O: -0.1545 1.7915 -1.0264
C: -0.2349 2.7969 0.0853
O: -1.0525 3.8561 0.2022
C: 0.8828 2.2932 1.2233
O: 1.8601 3.4135 1.1375
C: 0.3657 2.4343 2.7754
C: -0.5692 1.4993 3.4781
H: 6.9432 -1.2910 1.2422
H: 3.8963 -1.6302 -2.5798
H: 2.9878 -2.1708 -0.9281
H: 2.2550 0.3388 -2.0812
H: 4.0524 0.8243 -1.8017
H: 3.5888 1.6362 0.3343
H: 3.4493 -0.1504 0.9080
H: -0.7933 0.4973 0.4643
H: 0.9372 -1.5156 -1.2642
H: -0.7924 -2.2996 0.6024
H: -1.1944 -2.8791 -1.1956
H: -2.7710 -0.3067 -0.9477
H: -3.5088 -2.1284 -0.7521
H: -2.9187 -1.1379 0.7445
H: 1.9539 3.5646 0.1370
H: 0.7393 3.3652 3.4196
H: -0.0457 0.6734 4.1612
H: -1.7363 1.4844 3.3557
O: 2.0186 1.9882 -3.7504
H: 1.8912 1.9473 -4.7101
H: 1.1636 2.2956 -3.4137
O: 6.2285 0.3706 -3.3290
H: 5.5152 1.0265 -3.3331
H: 5.9298 -0.2960 -2.6922
O: -3.3730 0.0431 -4.0325
H: -3.4331 0.9787 -4.2772
H: -2.5204 -0.0254 -3.5771
O: 0.7596 -4.4028 -1.3648
H: 0.0465 -5.0055 -1.6240
H: 1.5673 -4.9147 -1.5218
O: 5.9270 -4.4573 1.3895
H: 5.8669 -3.5217 1.1447
H: 6.7796 -4.5258 1.8449
O: -2.8622 -1.8509 3.1150
H: -2.6412 -2.4204 3.8673
H: -3.8232 -1.7431 3.1775
O: 8.8768 0.3200 -0.3305
H: 8.5070 0.0631 -1.1886
H: 9.2467 1.2014 -0.4895
O: -2.1898 3.0975 5.3435
H: -2.4462 3.3972 4.4584
H: -2.0334 3.9192 5.8327
O: 4.5985 2.9560 2.7658
H: 3.6976 2.9460 2.4090
H: 4.8345 2.0184 2.8318
O: -4.0232 -2.9821 -3.9062
H: -4.3930 -3.2390 -4.7642
H: -3.6533 -2.1007 -4.0652
O: -0.9572 6.0880 5.9685
H: -1.0173 7.0237 5.7237
H: -0.1046 6.0196 6.4239
O: -0.1192 -6.0658 -3.7292
H: -0.0347 -6.9497 -4.1173
H: -0.1252 -5.4732 -4.4959
O: -0.4464 -3.2186 -3.9090
H: -0.2254 -3.7881 -3.1568
H: -1.4073 -3.1108 -3.8465
O: -4.5572 -0.1208 4.3213
H: -4.6173 0.8149 4.0765
H: -3.7046 -0.1892 4.7767
O: -5.6898 -2.3283 0.2509
H: -5.8172 -2.3692 -0.7089
H: -6.5449 -2.0210 0.5876
O: -4.2900 3.5659 0.2698
H: -3.3514 3.4324 0.4701
H: -4.4932 4.4273 0.6643
O: -2.1962 -0.9897 6.0397
H: -2.3666 -0.6843 6.9434
H: -1.2717 -1.2793 6.0610
O: 2.2551 0.6585 4.8837
H: 1.8853 0.4017 4.0256
H: 2.6250 1.5399 4.7247
O: 3.2496 5.8862 1.3311
H: 2.7533 6.7150 1.4070
H: 2.5625 5.2100 1.2333
O: -4.9115 -2.1219 -6.6921
H: -5.1679 -1.8222 -7.5772
H: -4.7551 -1.3001 -6.2030
O: -2.7962 3.1580 -3.2881
H: -2.9666 3.4634 -2.3844
H: -1.8717 2.8684 -3.2668
O: -4.0764 -2.5852 -9.7501
H: -4.7895 -3.1879 -10.0092
H: -3.2687 -3.0971 -9.9071
O: 8.7144 -2.9066 -1.4153
H: 9.0144 -2.9926 -2.3327
H: 8.8366 -1.9661 -1.2164
O: -3.9900 1.3130 -6.6418
H: -3.0514 1.1794 -6.4414
H: -4.1932 2.1744 -6.2473
O: -4.2524 2.7002 7.0756
H: -5.0490 2.2595 6.7437
H: -3.7332 2.8777 6.2769
O: 2.6496 -3.2455 1.6194
H: 2.1533 -2.4168 1.6953
H: 1.9625 -3.9217 1.5216
O: -6.5232 0.8803 6.8012
H: -7.4241 0.8703 6.4444
H: -6.2872 -0.0572 6.8672

Atomic forces in eV per Å
C -7.2 -0.4 -6.4
C 5.2 1.6 8.1
C 1.0 0.3 -0.2
C 1.5 -0.2 -0.1
C 0.9 0.2 0.1
C -0.3 -0.8 -0.4
F -0.1 2.5 -1.2
C -1.6 -0.2 2.3
C -0.6 -0.6 -1.4
F 1.0 -0.3 2.5
C -0.4 -0.3 -0.8
C 0.3 0.7 1.6
O -0.2 1.6 2.4
C -3.1 2.3 0.5
O 5.4 -7.3 -1.5
C -2.0 2.7 1.0
O -0.7 -1.9 -2.3
C -0.9 -1.4 0.5
C 1.5 0.5 -1.0
H -1.7 -0.4 -3.0
H -0.5 0.2 2.3
H 1.8 1.5 -1.0
H 1.7 -0.5 1.5
H -2.1 -1.3 1.0
H -1.9 -2.0 -0.1
H -1.3 1.7 -1.6
H 2.0 -0.4 -1.3
H -1.8 1.5 0.3
H -0.7 0.8 -2.2
H 0.5 2.2 1.7
H 0.0 -2.3 0.8
H 2.0 1.7 0.5
H 0.3 -0.5 -2.5
H 0.3 -0.2 2.0
H 0.7 -2.8 -1.3
H -1.8 3.0 0.0
H 2.5 -1.2 -1.1
O -0.4 0.2 -0.3
H 0.1 0.0 0.3
H 0.2 -0.2 0.0
O -0.3 0.1 0.1
H 0.3 -0.2 -0.1
H 0.2 0.1 0.0
O 0.5 0.1 0.0
H -0.2 -0.3 0.2
H -0.1 0.0 0.1
O 0.1 -0.2 0.0
H 0.3 -0.1 0.1
H -0.3 0.1 0.0
O 0.4 0.1 0.3
H -0.2 -0.3 -0.1
H -0.3 -0.1 -0.2
O 0.2 -0.6 0.1
H -0.1 0.2 -0.2
H 0.2 0.2 0.0
O 0.1 0.1 -0.4
H -0.1 0.3 0.2
H -0.1 -0.3 0.1
O -0.1 0.3 -0.4
H 0.2 0.1 0.2
H 0.2 0.0 -0.1
O -0.3 -0.5 0.0
H 0.2 0.2 0.0
H 0.0 0.3 0.0
O 0.3 0.0 -0.1
H 0.1 0.1 0.1
H -0.3 0.0 0.0
O 0.3 0.3 0.0
H -0.1 -0.3 0.1
H -0.3 0.0 -0.1
O 0.1 -0.4 -0.4
H -0.1 0.3 0.3
H -0.1 0.2 0.3
O -0.3 -0.2 0.0
H 0.2 0.4 -0.1
H 0.1 0.0 -0.1
O -0.1 0.6 0.1
H -0.1 -0.4 0.1
H 0.1 -0.2 0.0
O -0.5 0.1 -0.2
H 0.1 0.0 0.2
H 0.3 -0.1 -0.1
O 0.3 0.3 0.2
H -0.2 0.1 -0.1
H 0.0 -0.3 -0.2
O 0.2 -0.1 0.4
H 0.0 0.0 -0.3
H -0.3 0.2 -0.1
O 0.0 0.1 -0.3
H 0.3 0.1 0.1
H -0.1 -0.2 0.1
O -0.5 0.2 -0.1
H 0.2 -0.3 0.0
H 0.2 0.2 0.3
O -0.1 0.4 0.0
H 0.3 -0.2 0.2
H 0.0 -0.1 -0.1
O 0.4 -0.1 0.1
H -0.1 -0.1 -0.2
H -0.3 0.1 0.1
O -0.1 -0.4 -0.2
H 0.2 0.2 0.1
H -0.3 0.2 0.1
O 0.2 0.3 -0.4
H -0.1 0.0 0.3
H 0.0 -0.4 0.1
O 0.3 0.3 0.2
H -0.3 -0.1 -0.2
H 0.0 -0.2 -0.2
O -0.4 0.0 -0.3
H 0.0 -0.1 0.4
H 0.1 -0.2 0.3
O -0.4 0.2 -0.1
H 0.1 -0.2 0.0
H 0.2 0.2 0.0
O -0.5 -0.4 -0.1
H 0.3 0.1 0.1
H 0.1 0.4 -0.1

Atom charges from the Mulliken analysis, given in e for atoms 1 to 99:
1. C -0.65
2. C -0.41
3. C 0.08
4. C 0.07
5. C -1.02
6. C 1.83
7. F -0.37
8. C -0.81
9. C 1.05
10. F -0.40
11. C -0.06
12. C -0.45
13. O -0.19
14. C 0.19
15. O -0.65
16. C 1.24
17. O -0.54
18. C -1.11
19. C -0.12
20. H 0.45
21. H 0.48
22. H 0.00
23. H 0.18
24. H -0.02
25. H 0.17
26. H 0.30
27. H 0.26
28. H -0.82
29. H 0.19
30. H 0.05
31. H 0.21
32. H 0.13
33. H -0.02
34. H 0.58
35. H 0.28
36. H -0.17
37. H 0.17
38. O -0.57
39. H 0.30
40. H 0.25
41. O -0.68
42. H 0.35
43. H 0.34
44. O -0.64
45. H 0.25
46. H 0.31
47. O -0.57
48. H 0.23
49. H 0.29
50. O -0.62
51. H 0.28
52. H 0.30
53. O -0.48
54. H 0.21
55. H 0.31
56. O -0.61
57. H 0.30
58. H 0.29
59. O -0.76
60. H 0.34
61. H 0.29
62. O -0.67
63. H 0.25
64. H 0.34
65. O -0.58
66. H 0.32
67. H 0.31
68. O -0.60
69. H 0.30
70. H 0.31
71. O -0.57
72. H 0.27
73. H 0.32
74. O -0.62
75. H 0.30
76. H 0.42
77. O -0.56
78. H 0.28
79. H 0.31
80. O -0.60
81. H 0.31
82. H 0.29
83. O -0.65
84. H 0.32
85. H 0.31
86. O -0.59
87. H 0.27
88. H 0.30
89. O -0.64
90. H 0.22
91. H 0.37
92. O -0.62
93. H 0.31
94. H 0.40
95. O -0.65
96. H 0.31
97. H 0.31
98. O -0.62
99. H 0.33

[2]
Entry from OMol25: a 2-piece molecular cluster, C14H7F3N5O6S overall (the ωB97M-V functional and the def2-TZVPD basis).

- charge = -1
- total energy (a.u.) = -1960.4978

Positions of all 36 atoms, in Å:
O: -1.6598 2.9116 0.4435
S: -2.0335 1.6213 -0.0876
O: -2.5290 0.5493 0.7445
C: -3.4092 1.9634 -1.3748
F: -4.4815 2.4713 -0.7403
F: -2.9804 2.8505 -2.3018
F: -3.7630 0.8145 -1.9963
C: -0.6386 1.0040 -0.9998
C: -0.4174 -0.3865 -1.0882
C: 0.4843 -0.8282 -2.0568
N: 0.6162 -2.0895 -2.6366
O: 0.0923 -3.1687 -2.4210
O: 1.5502 -1.9258 -3.7041
N: 1.9232 -0.6070 -3.8347
C: 1.2277 0.0577 -2.8654
C: 1.0914 1.4772 -2.6582
N: 1.9553 2.4481 -3.3027
O: 2.8695 2.0988 -4.0780
O: 1.7447 3.6526 -3.0182
C: 0.1392 1.9222 -1.7202
H: -0.9803 -1.1031 -0.4853
H: 0.0240 2.9910 -1.5523
C: 0.3661 -2.3970 4.5725
C: 1.4444 -1.5435 4.3044
C: 1.4714 -0.8566 3.0894
C: 0.3836 -1.0655 2.1013
C: -0.7036 -1.8723 2.4210
C: -0.6878 -2.5510 3.6542
N: 0.7173 -0.3327 1.0052
C: 1.8682 0.3223 1.2959
N: 2.3650 0.0256 2.5468
H: 0.3469 -2.9450 5.5154
H: 2.2830 -1.3905 4.9873
H: -1.5264 -1.9289 1.7081
H: -1.5163 -3.2195 3.9064
H: 2.3631 1.0300 0.6265

Atomic forces in eV per Å
O -0.7 -0.6 -0.5
S 1.2 -0.5 0.9
O -0.1 0.9 -0.8
C 0.2 -0.1 -0.1
F 0.8 -0.4 -0.5
F -0.4 -0.7 0.7
F 0.2 0.9 0.4
C -0.9 -0.3 -1.1
C -0.6 0.4 1.9
C 0.2 -1.3 -1.8
N 0.2 1.4 0.6
O 0.7 0.9 -0.3
O -0.9 -0.2 1.1
N -1.4 0.9 1.6
C 1.6 -0.5 -1.9
C -0.2 0.1 1.0
N 0.9 1.7 -0.5
O -1.9 0.0 1.5
O 0.3 -1.9 -0.5
C 0.9 -0.5 -1.0
H -0.1 0.4 -0.5
H 0.0 -0.3 -0.1
C 0.4 0.4 -0.2
C 0.0 0.0 0.0
C -1.5 -0.1 -1.8
C 2.0 0.2 1.7
C 0.1 -0.2 0.2
C -0.2 0.2 -0.5
N -0.1 0.5 -0.9
C -0.1 -1.6 2.5
N 0.0 0.7 -1.4
H -0.1 0.1 -0.2
H -0.3 -0.2 0.0
H 0.0 -0.3 0.3
H 0.2 0.3 -0.1
H -0.2 -0.3 0.2

In elementary charge units, the Mulliken charges are:
1. O -0.65
2. S 1.17
3. O -0.60
4. C 0.69
5. F -0.21
6. F -0.23
7. F -0.23
8. C 0.36
9. C -0.42
10. C -0.07
11. N 0.83
12. O -0.69
13. O -0.20
14. N -0.56
15. C 0.83
16. C -0.82
17. N 0.95
18. O -0.59
19. O -0.63
20. C -0.41
21. H 0.64
22. H 0.63
23. C -0.33
24. C -0.64
25. C 0.31
26. C 0.45
27. C -0.37
28. C -0.69
29. N 0.02
30. C -0.28
31. N -0.90
32. H 0.33
33. H 0.37
34. H 0.24
35. H 0.32
36. H 0.38

[3]
Entry from OMol25: a 27-piece molecular cluster, C14H82O27 overall (the ωB97M-V functional and the def2-TZVPD basis).

- charge = 0
- total energy (a.u.) = -2613.8385

Positions of all 123 atoms, in Å:
O: 3.5196 4.2510 -3.0142
H: 3.3442 3.3857 -3.3839
H: 2.7222 4.7518 -3.1866
O: -4.3428 0.8805 1.6993
H: -3.9970 0.3497 2.4168
H: -5.1282 1.2908 2.0611
O: -3.2614 -3.2548 -2.0404
H: -3.6205 -2.4955 -2.4994
H: -3.8248 -3.3604 -1.2738
O: 1.2411 -2.7724 -2.7158
H: 0.4371 -3.2775 -2.8369
H: 1.9115 -3.2734 -3.1805
O: 2.6311 1.7489 -3.7038
H: 2.8840 1.3447 -4.5338
H: 2.8148 1.0792 -3.0450
O: 2.1815 -2.8435 -0.1527
H: 1.9102 -3.7299 0.0859
H: 1.7926 -2.6974 -1.0151
O: -0.9885 -3.8364 4.3953
H: -0.0524 -3.8718 4.5916
H: -1.4155 -3.9037 5.2494
O: 2.9523 -0.2173 -1.8988
H: 2.3079 0.2190 -1.3414
H: 3.1554 -1.0317 -1.4387
O: 1.5596 -5.8722 0.2494
H: 0.8388 -5.4999 0.7574
H: 1.1370 -6.2663 -0.5136
O: 0.3217 2.4985 -2.7754
H: 1.1170 2.3913 -3.2971
H: 0.4627 1.9461 -2.0065
O: -0.9491 -4.1911 -3.4149
H: -1.6843 -3.9295 -2.8606
H: -1.3558 -4.6347 -4.1593
O: -3.2116 3.4398 1.7898
H: -3.8986 3.9019 1.3093
H: -3.5349 2.5422 1.8669
O: -4.3684 -1.0999 -3.1809
H: -5.2715 -1.2092 -2.8829
H: -4.0078 -0.4213 -2.6101
C: 2.3816 -0.8421 -6.2432
O: 2.8892 0.4585 -6.2619
H: 1.5676 -0.8180 -6.9678
H: 3.0422 -1.6148 -6.6365
H: 2.1143 -1.1523 -5.2331
H: 3.5625 0.5720 -6.9367
C: -1.3289 -4.6045 0.9425
O: -0.1724 -4.5251 1.7713
H: -1.2745 -3.8489 0.1588
H: -1.2041 -5.6141 0.5509
H: -2.2958 -4.6319 1.4449
H: -0.5504 -4.1711 2.5797
C: 0.0592 -0.1177 0.0384
O: 0.7419 1.1125 -0.2366
H: -0.9889 0.0281 0.2997
H: 0.0679 -0.8951 -0.7255
H: 0.4688 -0.5928 0.9298
H: 0.3344 1.6497 0.4466
C: 5.6324 0.0132 2.4653
O: 4.6079 0.7074 1.8157
H: 6.4409 0.6437 2.8352
H: 5.2374 -0.4529 3.3679
H: 6.0101 -0.7509 1.7858
H: 3.9337 0.0524 1.6212
C: 6.0885 2.2658 -1.0958
O: 6.5808 1.4557 -0.0678
H: 5.1243 1.8181 -1.3368
H: 6.0041 3.2958 -0.7492
H: 6.7629 2.1050 -1.9369
H: 5.8204 1.1178 0.4109
C: -5.6974 -2.2728 0.7125
O: -4.4950 -3.0184 0.6053
H: -6.2406 -2.8364 1.4711
H: -5.6451 -1.2710 1.1390
H: -6.2542 -2.2635 -0.2245
H: -4.2256 -3.2590 1.4947
C: -1.5028 5.4179 -2.2714
O: -0.5134 5.0694 -3.1544
H: -2.3523 4.7562 -2.4407
H: -1.3008 5.3977 -1.2004
H: -1.8140 6.4572 -2.3766
H: -0.2429 4.1705 -2.9537
C: 0.4031 3.9079 1.0447
O: -0.5633 2.8522 1.1829
H: 1.3369 3.5232 0.6345
H: -0.1247 4.6160 0.4058
H: 0.6235 4.3277 2.0261
H: -1.4251 3.2074 1.4126
C: 2.1392 1.4339 4.2048
O: 2.0527 2.2295 5.3578
H: 1.8584 1.9461 3.2846
H: 3.1538 1.0360 4.2247
H: 1.3722 0.6679 4.3200
H: 1.1459 2.4897 5.5353
C: 2.5364 -2.2027 3.0874
O: 2.9486 -1.5877 1.9047
H: 2.3085 -1.5509 3.9309
H: 1.7230 -2.8841 2.8380
H: 3.3346 -2.8813 3.3882
H: 2.6273 -2.1250 1.1768
C: -2.0871 -0.8401 4.1981
O: -3.3946 -0.3249 4.0710
H: -1.8879 -1.3600 5.1352
H: -1.9144 -1.5708 3.4080
H: -1.4235 0.0207 4.1157
H: -3.5923 0.0233 4.9435
C: -3.1788 2.0266 -1.2380
O: -3.7645 0.7661 -1.0450
H: -2.9114 2.2789 -2.2642
H: -3.9057 2.7461 -0.8613
H: -2.2805 2.1090 -0.6261
H: -3.8203 0.6037 -0.1005
C: -1.2353 -0.6582 -4.5453
O: -2.3825 -0.1763 -5.1026
H: -0.8998 -0.2325 -3.5996
H: -1.3651 -1.7378 -4.4699
H: -0.3529 -0.4448 -5.1485
H: -3.0652 -0.5606 -4.5477
C: -1.3362 2.6892 4.7262
O: -0.6113 2.8523 5.9287
H: -0.8185 1.9897 4.0698
H: -2.3180 2.2553 4.9153
H: -1.5778 3.6546 4.2813
H: -1.0303 3.5421 6.4485

Atomic forces in eV per Å
O 0.4 0.7 0.2
H -0.1 -0.6 -0.1
H -0.2 0.2 0.0
O -0.1 0.3 -0.4
H 0.4 -0.5 0.8
H -0.4 0.0 0.0
O 0.6 -0.9 0.1
H -0.2 0.6 -0.5
H 0.0 -0.1 0.5
O 0.6 0.6 0.4
H -0.7 -0.4 -0.4
H 0.2 -0.1 -0.1
O 0.2 0.5 -0.3
H 0.0 -0.2 -0.8
H 0.3 -0.5 0.4
O 0.3 -0.1 0.4
H 0.1 -0.7 0.0
H -0.5 0.1 -1.0
O -0.1 0.1 -0.2
H 0.4 0.0 0.1
H -0.2 -0.1 0.2
O 0.2 0.0 -0.1
H -0.4 0.3 0.6
H 0.2 -0.2 0.1
O 0.5 0.0 -0.4
H -0.1 0.1 0.7
H 0.0 -0.1 -0.3
O -1.2 0.5 0.1
H 0.6 -0.2 -0.5
H 0.0 -0.2 0.6
O 0.4 -0.3 -0.1
H -0.8 0.3 0.5
H 0.1 -0.1 -0.2
O 0.3 0.6 0.4
H 0.0 0.3 -0.2
H -0.1 -0.7 -0.1
O -0.1 -0.4 -0.5
H -0.3 0.1 -0.1
H 0.2 0.7 0.8
C -0.4 -0.8 -1.1
O 1.0 1.0 0.6
H -0.7 -0.5 0.5
H 0.6 0.1 0.1
H -0.3 0.3 -0.1
H 0.0 -0.1 0.0
C 0.7 -1.2 -1.0
O -1.0 0.9 0.8
H -0.3 -0.1 0.0
H -0.6 0.1 -0.8
H 0.2 0.4 0.4
H 0.6 0.0 0.6
C -0.2 -0.7 0.8
O -0.2 -1.8 -0.7
H -0.3 0.4 -0.3
H 0.4 0.6 -0.5
H 0.4 0.0 0.1
H -0.1 1.0 0.2
C 0.1 -0.8 0.7
O 0.0 1.1 -0.3
H -0.1 0.4 -0.6
H 0.0 -0.4 0.1
H 0.4 -0.2 0.3
H -0.4 -0.3 0.0
C -0.3 -0.9 0.0
O 1.0 -0.6 0.8
H -0.3 0.7 -0.6
H -0.1 0.2 -0.5
H -0.1 0.6 -0.2
H -0.2 0.1 0.3
C -0.8 -0.9 1.3
O 0.6 0.6 -0.6
H -1.0 0.1 -0.2
H 0.7 0.2 -0.4
H 0.3 -0.1 0.0
H 0.1 0.0 -0.1
C -1.4 0.3 0.5
O 0.9 0.9 -0.3
H -0.6 0.1 0.2
H 0.7 -0.5 0.3
H 0.0 0.0 -0.7
H 0.3 -0.8 0.1
C -1.1 0.1 0.3
O 0.9 -0.7 0.4
H -0.3 0.0 -0.3
H 0.9 0.5 -0.1
H 0.0 0.2 0.0
H -0.4 0.3 0.0
C -0.7 -0.2 0.7
O 0.6 0.7 0.4
H 0.6 0.3 -0.2
H -0.2 -0.1 -0.6
H 0.2 -0.8 -0.3
H -0.2 0.1 0.0
C 0.6 -1.4 -0.1
O 0.3 1.6 0.8
H -0.1 0.3 -0.4
H -0.6 0.1 0.4
H 0.2 -0.1 0.5
H -0.1 0.0 -0.8
C 0.9 0.0 -0.5
O -0.8 -0.3 0.4
H -0.3 0.1 0.1
H 0.1 0.3 -0.1
H 0.5 -0.4 -0.1
H -0.5 0.3 -0.1
C 0.1 0.9 0.9
O -0.1 -1.2 -1.2
H -0.3 -0.6 -0.1
H 0.1 0.6 -0.2
H 0.2 0.2 -0.1
H -0.1 0.0 0.2
C 2.1 -1.1 0.3
O -1.4 1.1 -0.3
H -0.6 0.1 0.6
H 0.7 -0.3 0.4
H -0.2 -0.1 -0.6
H -0.7 0.2 -0.4
C -0.9 0.1 0.1
O 0.1 -0.2 0.1
H 0.3 0.5 -0.1
H -0.2 -0.3 0.2
H 0.5 -0.1 -0.5
H 0.1 0.0 0.1

Atom charges from the Mulliken analysis, given in e for atoms 1 to 99:
1. O -0.63
2. H 0.42
3. H 0.27
4. O -0.77
5. H 0.38
6. H 0.29
7. O -0.61
8. H 0.42
9. H 0.26
10. O -0.47
11. H 0.24
12. H 0.26
13. O -0.80
14. H 0.29
15. H 0.45
16. O -0.58
17. H 0.24
18. H 0.29
19. O -0.65
20. H 0.27
21. H 0.27
22. O -0.81
23. H 0.20
24. H 0.25
25. O -0.68
26. H 0.45
27. H 0.31
28. O -0.52
29. H 0.37
30. H 0.26
31. O -0.64
32. H 0.30
33. H 0.27
34. O -0.63
35. H 0.27
36. H 0.41
37. O -0.82
38. H 0.26
39. H 0.51
40. C -0.28
41. O -0.51
42. H 0.26
43. H 0.34
44. H -0.08
45. H 0.26
46. C -0.55
47. O -0.50
48. H 0.14
49. H 0.37
50. H 0.27
51. H 0.17
52. C -0.36
53. O 0.59
54. H 0.16
55. H 0.09
56. H 0.17
57. H -0.26
58. C -0.76
59. O -0.63
60. H 0.31
61. H 0.29
62. H 0.31
63. H 0.45
64. C -0.08
65. O -0.56
66. H -0.17
67. H 0.23
68. H 0.29
69. H 0.43
70. C -0.57
71. O -0.41
72. H 0.36
73. H 0.12
74. H 0.27
75. H 0.25
76. C -0.34
77. O -0.51
78. H 0.16
79. H 0.01
80. H 0.35
81. H 0.48
82. C -0.60
83. O -0.39
84. H 0.29
85. H 0.00
86. H 0.25
87. H 0.16
88. C -0.05
89. O -0.63
90. H 0.12
91. H 0.23
92. H -0.09
93. H 0.35
94. C -0.30
95. O -0.24
96. H 0.29
97. H -0.30
98. H 0.33
99. H 0.39

Number 1: F_max 9.7 eV Å⁻¹. Number 2: F_max 3.0 eV Å⁻¹. Number 3: F_max 2.4 eV Å⁻¹.